Model a:
111
Properties=species:S:1:pos:R:3:lowdin_spin:R:1 method="wB97M-V/def2-TZVPD" lumo_energy_ev="-6.61 / -6.63" charge=+2 spin_multiplicity=2 s2=0.80
Os -0.456 0.529 0.357 0.784
I -0.653 -0.271 5.487 0.001
Te -0.241 -2.108 -1.012 0.067
Cl -4.477 -4.243 3.905 0.000
O 1.209 2.080 1.262 0.020
O -0.936 0.163 2.434 0.018
O -0.178 1.126 -3.956 -0.001
O -0.634 0.648 -1.845 0.011
N -3.855 4.338 0.690 0.000
N 2.164 0.525 -0.058 0.062
N -2.586 -0.846 0.552 -0.014
N -2.336 2.355 0.527 -0.002
C 2.238 1.442 1.027 0.005
C 3.631 2.804 2.489 0.000
C 0.074 3.916 -2.523 0.000
C 2.858 -4.915 -2.486 0.000
C -3.413 2.066 1.465 0.000
C 4.841 3.125 3.066 0.000
C 0.996 -3.442 -2.135 0.018
C 2.434 1.157 -1.378 0.001
C -1.773 -0.752 2.770 0.001
C 0.741 -2.250 1.869 -0.001
C -4.201 -2.447 -0.164 -0.001
C -0.368 -4.659 2.571 0.000
C -2.902 2.641 -0.783 0.000
C -3.497 -2.896 3.476 0.000
C 3.496 1.635 1.726 0.001
C -2.724 -2.273 4.433 0.000
C 1.851 4.887 -1.178 0.000
C -3.682 3.971 -0.737 0.000
C 2.506 6.071 -0.543 0.000
C 0.701 5.013 -1.944 0.000
C 0.502 -3.766 -3.414 0.006
C 0.384 -3.958 3.495 0.000
C -3.492 -2.439 2.135 -0.001
C 1.763 2.495 -1.534 -0.001
C 5.792 1.095 2.201 0.000
C -0.756 -3.149 -3.952 0.001
C 1.196 -4.682 -4.182 0.000
C -0.121 1.389 -2.777 0.002
C -2.637 -1.359 1.796 -0.001
C 2.376 -5.274 -3.737 0.005
C -3.341 -1.367 -0.395 0.000
C -1.318 -5.013 0.283 0.002
C 0.943 -2.742 3.144 0.000
C 3.104 -6.245 -4.598 0.001
C -1.066 4.151 -3.470 0.000
C -1.577 3.506 1.001 0.002
C 5.929 2.277 2.917 0.000
C 0.579 2.639 -2.262 0.001
C -4.457 3.202 1.430 0.000
C 2.202 -3.992 -1.685 0.005
C -2.538 4.681 1.282 0.001
C 4.595 0.777 1.594 0.000
C -4.279 -2.978 1.101 0.000
C 2.392 3.620 -1.014 0.000
C 2.828 -3.612 -0.379 0.001
C -1.888 -1.222 4.085 0.000
C 0.014 -2.969 0.927 0.002
C -0.558 -4.191 1.274 0.001
H -1.748 -4.381 -0.500 0.001
H -4.943 -3.798 1.317 0.000
H -1.033 3.224 1.904 0.001
H -2.173 5.607 0.836 0.000
H -2.095 2.699 -1.511 0.000
H 3.328 3.515 -0.483 0.000
H 1.544 -2.185 3.848 0.000
H -0.648 -5.728 -0.194 0.000
H -1.682 3.267 -3.622 0.000
H -4.787 -2.852 -0.973 0.000
H -2.108 -5.577 0.769 0.000
H -2.980 1.949 2.458 0.000
H 3.912 -3.671 -0.453 0.000
H 4.513 -0.152 1.048 0.000
H 2.833 -0.238 0.042 0.001
H -3.879 1.120 1.190 0.000
H 0.539 -4.361 4.484 0.000
H 2.777 3.457 2.578 0.000
H 6.634 0.426 2.116 0.000
H 3.587 6.000 -0.631 0.000
H -3.548 1.809 -1.068 0.000
H -4.476 5.148 0.757 0.000
H 4.097 -6.453 -4.214 0.000
H -3.271 -0.899 -1.370 0.000
H -0.838 3.772 0.241 0.000
H 2.183 6.999 -1.004 0.000
H 2.093 0.459 -2.148 0.001
H 1.166 -1.285 1.604 -0.001
H -2.763 -2.608 5.459 0.000
H 2.553 -7.183 -4.651 0.000
H 2.512 -4.295 0.410 0.000
H -3.130 4.770 -1.235 0.000
H 0.303 5.998 -2.142 0.000
H 2.263 6.110 0.519 0.000
H 3.782 -5.349 -2.132 0.000
H -0.657 -2.062 -4.013 0.000
H -5.366 2.892 0.911 0.000
H 2.542 -2.600 -0.092 0.001
H -0.807 -5.603 2.856 0.000
H -1.685 4.991 -3.154 0.000
H -1.609 -3.382 -3.309 0.000
H 0.817 -4.953 -5.156 0.000
H 3.517 1.299 -1.488 0.001
H -4.730 3.526 2.434 0.000
H 4.937 4.038 3.632 0.000
H -0.965 -3.527 -4.950 0.000
H -2.671 4.842 2.353 0.000
H 3.188 -5.864 -5.613 0.000
H -0.649 4.413 -4.443 0.000
H 6.878 2.532 3.362 0.000
H -4.660 3.880 -1.211 0.000


Model b:
111
Properties=species:S:1:pos:R:3:lowdin_spin:R:1 method="wB97M-V/def2-TZVPD" lumo_energy_ev="-6.13 / -5.92" charge=+2 spin_multiplicity=2 s2=0.76
Os -1.043 1.141 0.748 0.817
I -0.086 5.068 -0.445 -0.001
Te 1.974 -0.806 -1.092 0.001
Cl -3.876 4.003 -4.432 -0.002
O 0.707 2.040 0.236 0.029
O -0.398 0.080 2.254 -0.004
O 1.805 -0.094 2.528 -0.001
O -1.936 2.816 1.001 0.104
N 1.339 2.857 2.204 0.014
N -4.433 1.974 0.264 0.001
N -3.659 -2.782 0.149 0.000
N -2.290 -0.676 0.509 0.015
C 3.222 2.617 -0.814 0.000
C 1.147 2.796 5.761 0.000
C -4.165 -2.063 1.366 0.004
C 0.021 1.751 -3.977 0.000
C 0.942 -3.296 -2.647 0.000
C 4.452 2.439 -1.424 0.000
C 3.029 -3.630 -1.445 0.000
C 2.088 -6.885 -3.188 0.000
C 1.004 -4.617 -3.076 0.000
C 0.363 0.965 -2.889 -0.001
C 0.887 1.806 -5.061 0.000
C -3.788 -1.912 -1.062 0.000
C -2.221 -3.167 0.326 -0.001
C 0.750 0.296 2.951 0.001
C 1.271 2.194 4.523 0.001
C 4.159 -3.148 -0.573 0.000
C -0.929 -0.891 5.052 0.000
C -3.320 -0.787 1.572 0.011
C -2.921 -0.659 -0.836 0.000
C 2.073 1.087 -5.044 0.000
C 4.056 1.534 1.183 0.000
C -4.172 2.928 -1.947 0.001
C -2.159 4.201 -2.406 0.001
C -0.193 0.408 5.262 0.000
C 1.660 2.350 1.031 0.010
C 2.092 2.894 3.456 0.002
C 5.276 1.347 0.555 0.000
C -0.271 1.030 6.505 0.000
C -1.413 -1.886 0.594 0.000
C 5.480 1.805 -0.739 0.000
C 0.588 0.994 4.267 0.000
C 3.046 -4.945 -1.898 0.000
C 3.728 -0.469 -3.953 0.000
C 0.278 2.888 8.117 0.000
C 0.386 2.220 6.777 0.000
C -0.209 -2.450 -3.124 0.000
C -3.347 3.685 -2.827 -0.006
C -1.682 3.934 -1.107 -0.005
C -3.687 2.637 -0.653 0.000
C -2.373 3.082 -0.259 0.005
C 1.967 -2.798 -1.827 0.000
C 3.030 2.184 0.499 0.000
C 2.049 -5.459 -2.715 0.000
C -5.658 1.634 -0.066 -0.001
C 1.555 0.248 -2.870 0.000
C 2.437 0.299 -3.952 0.000
C -5.474 2.495 -2.278 -0.001
C -6.227 1.862 -1.331 0.001
H 0.080 -1.808 -3.958 0.000
H -1.902 -3.673 -0.585 0.000
H -5.869 2.698 -3.264 0.000
H 3.888 1.113 2.163 0.000
H 4.311 -0.240 -3.058 0.000
H 3.873 -5.585 -1.610 0.000
H 4.883 -3.945 -0.413 0.000
H -1.588 4.840 -3.065 0.000
H 1.385 -7.501 -2.623 0.000
H 2.408 3.080 -1.355 0.000
H 3.545 -1.546 -3.950 0.000
H -0.966 -1.458 5.981 0.000
H -0.454 -1.519 4.298 0.000
H 4.328 -0.229 -4.829 0.000
H 3.056 2.419 3.306 0.000
H 0.341 3.024 2.311 0.000
H 6.439 1.660 -1.217 0.000
H -5.216 -1.839 1.192 0.000
H 4.674 -2.301 -1.031 0.000
H -2.167 -3.867 1.157 0.000
H -4.088 -2.753 2.204 0.000
H -1.032 -3.082 -3.464 0.000
H 3.080 -7.316 -3.064 0.000
H -0.555 -1.778 -2.336 0.000
H -0.233 3.848 8.029 0.000
H -4.214 -3.626 0.012 0.000
H 6.070 0.830 1.078 0.000
H -3.533 0.231 -0.917 0.000
H 4.604 2.787 -2.437 0.000
H -4.842 -1.670 -1.186 0.000
H -2.794 -0.818 2.524 0.001
H -0.859 0.562 7.286 0.000
H 2.740 1.138 -5.896 0.000
H 1.267 3.083 8.534 0.000
H -0.269 0.856 -2.012 -0.001
H -0.604 -1.772 -0.127 0.000
H -0.915 2.295 -3.992 0.000
H 1.654 3.737 5.947 0.000
H -3.450 -2.492 -1.918 0.000
H -2.123 -0.604 -1.573 0.000
H 1.814 -6.957 -4.241 0.000
H 3.805 -2.817 0.405 0.000
H -1.960 -0.701 4.743 0.000
H 2.265 3.929 3.747 0.000
H -7.244 1.554 -1.533 0.000
H 0.223 -4.994 -3.728 0.000
H 0.639 2.406 -5.927 0.000
H -0.275 2.274 8.824 0.000
H -0.972 -1.904 1.584 0.000
H -3.935 0.111 1.540 0.002
H -6.247 1.153 0.710 0.000


Which is the most stable structure? model b is the most stable.


Model a:
15
Properties=species:S:1:pos:R:3:nbo_charge:R:1 method="wB97M-V/def2-TZVPD" lumo_energy_ev=-4.07 charge=+1 spin_multiplicity=1 smiles="CC/C=C/[NH3+]"
N -1.304 -0.789 1.718 -0.684
C 0.677 1.459 -1.397 -0.613
C 1.250 0.116 -0.966 -0.445
C 0.369 -0.652 -0.019 -0.095
C -0.802 -0.198 0.456 -0.126
H 0.449 2.007 -0.480 0.203
H -1.151 -1.809 1.661 0.443
H -0.792 -0.521 2.559 0.452
H 1.342 2.051 -2.014 0.248
H 0.449 -1.738 -0.094 0.225
H 1.509 -0.562 -1.779 0.241
H 2.154 0.263 -0.361 0.248
H -2.322 -0.741 1.823 0.450
H -0.261 1.331 -1.932 0.214
H -1.194 0.771 0.185 0.238


Model b:
15
Properties=species:S:1:pos:R:3:nbo_charge:R:1 method="wB97M-V/def2-TZVPD" lumo_energy_ev=-6.74 charge=+1 spin_multiplicity=1
N 1.118 0.141 -0.246 -0.410
C -1.977 -0.366 -0.090 -0.758
C 1.462 -0.177 -1.616 -0.438
C -1.398 0.796 0.580 0.207
C 1.753 0.024 0.834 0.010
H 2.893 -0.032 0.965 0.196
H -0.956 1.700 0.027 0.245
H 1.711 0.599 -2.236 0.236
H 0.592 -0.642 -2.124 0.206
H -2.306 -1.186 0.610 0.273
H -1.424 0.983 1.677 0.220
H 2.147 -0.964 -1.501 0.222
H -2.876 0.110 -0.611 0.319
H 1.121 0.125 1.741 0.174
H -1.251 -0.699 -0.816 0.299


Model c:
15
Properties=species:S:1:pos:R:3:nbo_charge:R:1 method="wB97M-V/def2-TZVPD" lumo_energy_ev=-3.87 charge=+1 spin_multiplicity=1 smiles="C=C([NH3+])CC"
N 1.021 -0.946 -0.901 -0.724
C 0.534 0.341 -0.184 0.165
C 1.141 1.493 -0.608 -0.330
C -0.286 0.028 0.965 -0.506
C -1.720 -0.264 0.571 -0.603
H 0.371 -1.185 -1.662 0.449
H -2.429 0.364 1.254 0.243
H -1.957 -1.258 0.760 0.223
H 1.936 -1.055 -1.263 0.445
H 1.663 1.706 -1.520 0.235
H 1.057 -1.757 -0.148 0.453
H -0.381 0.814 1.614 0.268
H -1.887 0.073 -0.384 0.212
H 0.805 2.394 -0.186 0.236
H 0.133 -0.746 1.692 0.234


Model d:
15
Properties=species:S:1:pos:R:3:nbo_charge:R:1 method="wB97M-V/def2-TZVPD" lumo_energy_ev=-5.52 charge=+1 spin_multiplicity=1
N -1.709 0.929 -1.778 -0.369
C -0.645 0.857 -0.795 -0.456
C 1.993 -2.505 2.378 -0.363
C 2.279 -1.260 2.030 -0.412
C -2.344 1.975 -2.103 0.141
H -0.667 1.695 -0.105 0.246
H 0.324 1.009 -1.276 0.257
H -3.072 1.982 -2.902 0.241
H 1.512 -0.507 2.173 0.180
H 3.239 -1.024 1.589 0.203
H -0.621 -0.098 -0.286 0.262
H 1.037 -2.714 2.842 0.190
H 2.639 -3.352 2.203 0.203
H -2.091 2.919 -1.631 0.229
H -1.874 0.094 -2.339 0.447


Which is the most stable structure? model a is the most stable.


Model a:
15
Properties=species:S:1:pos:R:3:nbo_charge:R:1 method="wB97M-V/def2-TZVPD" lumo_energy_ev=-8.93 charge=+1 spin_multiplicity=1
N -0.556 -0.745 0.343 0.259
C 0.259 0.004 1.211 -0.404
C 1.257 0.706 0.156 -0.330
C -0.892 0.153 -0.719 -0.375
C 0.306 1.026 -0.944 -0.451
H -2.455 -5.485 0.226 0.011
H -1.862 0.704 -0.542 0.347
H 1.848 -0.166 -0.086 0.228
H -1.701 -5.409 0.047 -0.011
H -0.122 0.885 1.807 0.372
H 1.924 1.529 0.506 0.281
H -0.042 2.046 -0.959 0.248
H 0.807 0.771 -1.948 0.256
H 0.911 -0.534 1.985 0.277
H -0.995 -0.465 -1.657 0.291


Model b:
15
Properties=species:S:1:pos:R:3:nbo_charge:R:1 method="wB97M-V/def2-TZVPD" lumo_energy_ev=-3.84 charge=+1 spin_multiplicity=1 smiles="C=CCC[NH3+]"
N 1.505 -1.590 -0.223 -0.674
C -0.881 1.331 0.330 -0.207
C 0.638 -0.575 0.537 -0.206
C 0.072 0.424 -0.452 -0.476
C -2.176 1.345 0.061 -0.337
H 0.863 1.074 -0.849 0.226
H -2.606 0.747 -0.728 0.206
H -0.383 -0.026 -1.332 0.223
H -0.168 -1.130 1.011 0.236
H 0.866 -2.180 -0.771 0.443
H -0.389 1.933 1.071 0.215
H 2.055 -1.070 -0.908 0.440
H -2.792 2.013 0.649 0.225
H 1.257 -0.111 1.298 0.236
H 2.136 -2.184 0.307 0.449


Model c:
15
Properties=species:S:1:pos:R:3:nbo_charge:R:1 method="wB97M-V/def2-TZVPD" lumo_energy_ev=-3.75 charge=+1 spin_multiplicity=1 smiles=CC1([NH3+])CC1
N -1.123 -0.598 -0.691 -0.703
C 0.287 1.496 0.030 -0.421
C 1.174 -1.078 -0.207 -0.603
C -0.011 -0.025 0.115 0.084
C -0.337 0.916 1.260 -0.406
H -1.001 -1.601 -0.397 0.457
H -0.347 2.197 -0.483 0.237
H -1.103 -0.428 -1.722 0.459
H 2.003 -0.973 0.467 0.260
H -2.133 -0.325 -0.340 0.456
H 0.339 1.022 2.123 0.265
H 1.460 -0.831 -1.233 0.229
H 0.751 -2.098 -0.373 0.204
H 1.299 1.759 0.042 0.244
H -1.456 1.057 1.472 0.237


Which is the most stable structure? model b is the most stable.


Model a:
8
Properties=species:S:1:pos:R:3:nbo_charge:R:1 method="wB97M-V/def2-TZVPD" lumo_energy_ev=1.31 spin_multiplicity=1 smiles=N.N
N -1.820 1.854 2.702 -1.069
N 1.581 -2.071 -2.894 -1.069
H 1.931 -2.500 -3.756 0.356
H -1.516 2.821 2.553 0.356
H 1.763 -1.065 -2.965 0.357
H -1.295 1.497 3.506 0.356
H -2.805 1.890 2.981 0.357
H 2.162 -2.426 -2.127 0.356


Model b:
8
Properties=species:S:1:pos:R:3:nbo_charge:R:1 method="wB97M-V/def2-TZVPD" lumo_energy_ev=1.29 spin_multiplicity=1 smiles=N.N
N 0.021 2.257 4.617 -1.102
N -0.003 -2.583 -4.709 -1.078
H -0.050 -2.448 -3.777 0.349
H 0.100 2.359 5.657 0.369
H 0.287 -1.711 -5.207 0.367
H 0.772 1.868 4.103 0.371
H -0.241 3.245 4.326 0.362
H -0.886 -2.988 -5.010 0.362


Which is the most stable structure? model a is the most stable.


Model a:
8
Properties=species:S:1:pos:R:3:nbo_charge:R:1 method="wB97M-V/def2-TZVPD" lumo_energy_ev=1.12 spin_multiplicity=1 smiles=N.N
N 0.791 -2.195 -1.876 -1.071
N -1.014 2.498 2.119 -1.071
H -1.002 1.661 1.528 0.358
H 1.411 -2.947 -1.558 0.357
H 0.967 -2.066 -2.877 0.357
H -0.360 2.328 2.890 0.356
H -0.623 3.263 1.559 0.356
H -0.169 -2.542 -1.785 0.357


Model b:
8
Properties=species:S:1:pos:R:3:nbo_charge:R:1 method="wB97M-V/def2-TZVPD" lumo_energy_ev=0.81 spin_multiplicity=1 smiles=N.N
N -2.082 -0.134 0.087 -1.061
N 2.130 -0.029 0.095 -1.076
H 2.488 -0.137 -0.889 0.363
H 1.329 0.613 0.072 0.354
H -1.332 -0.085 0.806 0.353
H 1.731 -0.945 0.399 0.359
H -1.648 -0.049 -0.798 0.352
H -2.617 0.766 0.228 0.356


Which is the most stable structure? model a is the most stable.


Model a:
20
Properties=species:S:1:pos:R:3:nbo_charge:R:1 method="wB97M-V/def2-TZVPD" lumo_energy_ev=0.95 spin_multiplicity=1 smiles="CN(C)CCNC=O"
O -1.813 -1.970 -3.076 -0.565
N -0.238 -0.741 -1.809 -0.663
N 0.648 0.193 1.047 -0.464
C -0.369 0.902 0.229 -0.239
C 1.323 0.910 2.151 -0.419
C -0.071 0.719 -1.313 -0.246
C -1.045 -1.003 -3.049 0.537
C 0.062 -1.099 1.382 -0.406
H -0.676 -1.374 0.544 0.182
H -0.363 -1.326 -1.041 0.373
H -0.510 -0.865 2.302 0.176
H -0.738 1.460 -1.771 0.206
H -0.218 1.977 0.622 0.202
H 0.879 -1.790 1.432 0.205
H 0.939 0.733 -1.278 0.213
H -1.457 0.725 0.432 0.181
H -0.813 -0.386 -3.859 0.130
H 1.945 1.602 1.636 0.215
H 0.550 1.220 2.896 0.176
H 1.965 0.114 2.521 0.206


Model b:
20
Properties=species:S:1:pos:R:3:nbo_charge:R:1 method="wB97M-V/def2-TZVPD" lumo_energy_ev=0.63 spin_multiplicity=1 smiles="C=C(C[NH2+]C)[C@H](N)[O-]"
O 1.649 -0.058 -1.122 -0.882
N 1.767 0.108 1.202 -0.913
N -0.564 0.971 -0.678 -0.579
C -0.946 -0.133 0.257 -0.253
C -1.389 2.184 -0.578 -0.411
C 1.512 -0.782 0.020 0.227
C -0.324 -2.523 0.107 -0.399
C 0.059 -1.253 0.164 -0.013
H -1.301 2.591 0.428 0.217
H 0.601 1.025 -0.632 0.492
H 0.408 -3.320 0.085 0.203
H -2.437 1.950 -0.777 0.203
H -0.530 0.569 -1.621 0.431
H -1.364 -2.820 0.177 0.187
H 2.457 0.809 0.948 0.370
H -0.938 0.301 1.259 0.226
H -1.042 2.916 -1.305 0.220
H 2.175 -1.669 0.059 0.123
H 2.170 -0.405 1.985 0.355
H -1.962 -0.461 0.022 0.197


Which is the most stable structure? model b is the most stable.